Entry 1:
This record from the OMol25 dataset describes C25H33O2Sn as an isolated structure in a non-equilibrium geometry. The level of theory is ωB97M-V with the def2-TZVPD basis set.

Structure (XYZ):
```
61
Properties=species:S:1:pos:R:3
Sn 1.8359 -0.7315 1.9704
O -3.7347 1.3470 -3.0330
O 0.3279 -0.0978 0.0116
C -3.3508 1.6886 -4.4099
C -1.2600 1.1778 -1.1953
C 3.7182 -1.9445 1.3321
C 4.5243 -2.4940 2.3162
C 2.7594 1.4388 3.8015
C 1.8750 2.0535 1.7611
C 1.2121 -2.3351 4.2790
C 5.8713 -3.5599 0.5908
C -0.4495 0.3272 -2.1916
C -0.5545 -1.2564 3.2703
C 5.0572 -2.9819 -0.3853
C 0.1964 -1.3648 4.4618
C -5.0738 1.8499 -3.3270
C 3.5715 0.8390 2.7958
C -6.1513 0.7866 -3.3387
C 1.7351 2.1694 3.1616
C -4.7154 2.2791 -4.7687
C 3.9703 -2.1549 -0.0153
C 5.6155 -3.3116 1.9459
C 3.0251 1.2150 1.4998
C -0.9775 0.5287 0.1402
C 0.7354 -0.1438 -1.3820
C 1.1144 -2.8383 2.9468
C 0.0064 -2.1580 2.2937
C -5.4979 3.0220 -2.4693
H -1.0593 -0.5354 -2.5022
H 1.6535 -3.6901 2.5264
H -4.7276 3.3613 -4.9144
H 0.9889 2.7850 3.6664
H -0.1679 0.8889 -3.0850
H 1.3352 2.6237 1.0033
H 5.2608 -3.1708 -1.4429
H -2.3198 1.2018 -1.4525
H 2.9530 1.4085 4.8776
H 1.0379 -1.1724 -1.6202
H -5.2638 1.7304 -5.5362
H -0.9521 1.2423 0.9786
H -2.5323 2.4142 -4.4308
H 4.3367 -2.3153 3.3788
H -4.7640 3.8266 -2.4985
H -3.0907 0.7846 -4.9701
H 3.5076 1.0481 0.5368
H 6.7061 -4.2067 0.3022
H -5.9009 -0.0185 -4.0293
H 1.9065 -2.6910 5.0392
H -6.4480 3.4041 -2.8588
H -0.4374 -2.4495 1.3404
H -0.8717 2.2099 -1.1959
H -7.0883 1.2514 -3.6670
H 3.3443 -1.7016 -0.7851
H -0.0071 -0.8316 5.3929
H -5.6648 2.7171 -1.4322
H -1.7072 -0.2579 0.3687
H 1.5970 0.5243 -1.4941
H 6.2520 -3.7494 2.7168
H 4.5240 0.3286 2.9410
H -6.3160 0.3684 -2.3420
H -1.4704 -0.6793 3.1251
```

gap between HOMO and LUMO: 3.800 eV
highest occupied orbital energy: -1.748 eV
E_LUMO: 2.05 eV
2S+1: 1
total energy: -36382.0721 eV
net charge: -1
molar mass: 484.248 u
relative energy (zero: lowest compared OMol25 entry of this formula, charge and spin): 1.7 kcal/mol
maximum force: 2.99 eV/A

Entry 2:
This record from the OMol25 dataset describes C25H34AuGeN6O2 as an isolated structure. The level of theory is ωB97M-V with the def2-TZVPD basis set.

Structure (XYZ):
```
69
Properties=species:S:1:pos:R:3
Au -0.0063 0.3723 0.2360
Ge -0.6838 -0.2245 -3.1697
O -2.4452 0.4890 1.4105
O -4.6561 0.4693 1.5431
N 2.1362 -0.4846 0.4831
N 1.4526 2.5305 3.6473
N 3.5064 -2.1320 0.9846
N 0.5403 1.7844 1.7926
N -5.0436 -1.4299 -0.1795
N 0.4528 -0.9555 2.7574
C -0.5036 -0.7244 -1.3065
C 2.3631 -1.4790 1.2993
C 0.5973 -1.1984 -4.2644
C 3.4006 0.3437 -1.5404
C -3.5049 0.0125 1.0741
C 1.6679 5.7489 1.8079
C -4.2946 -3.2041 1.1540
C 1.8452 4.9381 2.9111
C 0.6698 3.9560 0.5088
C 5.3947 -0.9657 -1.9934
C -0.4888 1.6841 -3.4620
C 1.0878 5.2658 0.6212
C -3.0524 -2.4426 0.6834
C 0.7902 0.1248 3.6652
C 1.4198 3.6205 2.7836
C 0.9173 1.4686 3.0008
C 4.0444 -1.5268 -0.1480
C 1.4805 -1.9202 2.4349
C -2.4795 -0.7765 -3.6957
C -5.3121 -2.8584 0.0778
C 5.1775 -1.7925 -0.9091
C 3.1713 -0.4924 -0.4522
C 4.5198 0.0906 -2.3054
C 0.8478 3.1340 1.6174
C -3.6304 -1.1447 0.0887
H 5.8545 -2.6019 -0.6716
H 2.2893 5.3127 3.8235
H -3.2300 -0.0879 -3.3039
H 1.9817 6.7827 1.8567
H -4.1266 -4.2768 1.2331
H 1.7262 -0.0778 4.1992
H 4.7347 0.7154 -3.1617
H 0.5305 -2.2712 -4.0818
H 1.7939 2.5301 4.5936
H 0.2148 3.5766 -0.3979
H -0.3963 -1.4145 3.0449
H 2.1160 -2.1737 3.2942
H -4.6315 -2.8364 2.1254
H -5.3392 -0.0976 1.0998
H -5.1378 -3.4691 -0.8130
H 0.9652 5.9387 -0.2164
H -2.7068 -1.7862 -3.3510
H -2.5394 -0.7648 -4.7851
H 0.5450 2.0003 -3.3151
H -5.3358 -1.1319 -1.0994
H -6.3435 -3.0011 0.3945
H -2.5430 -3.0039 -0.1016
H 2.7204 1.1558 -1.7674
H -2.3292 -2.2335 1.4732
H 0.3744 -1.0146 -5.3171
H -3.0680 -0.8487 -0.7924
H -0.3567 -1.8012 -1.1683
H 1.6194 -0.8732 -4.0659
H -1.1284 2.2590 -2.7908
H -0.7720 1.9132 -4.4900
H 0.0094 0.2099 4.4233
H 3.8790 -2.9330 1.4674
H 6.2606 -1.1336 -2.6192
H 0.9869 -2.8431 2.1244
```

gap between HOMO and LUMO (spin up / spin down): 7.428 / 6.351 eV
highest occupied orbital energy (spin up / spin down): -10.456 / -10.175 eV
E_LUMO (spin up / spin down): -3.03 / -3.82 eV
2S+1: 1
total energy: -99714.9636 eV
net charge: +1
molar mass: 720.164 u
relative energy (zero: lowest compared OMol25 entry of this formula, charge and spin): 9.6 kcal/mol
maximum force: 0.82 eV/A

Entry 3:
This record from the OMol25 dataset describes a 8-piece molecular cluster, C25H34Cl15FNO3PS overall in a non-equilibrium geometry. The level of theory is ωB97M-V with the def2-TZVPD basis set.

Structure (XYZ):
```
81
Properties=species:S:1:pos:R:3
Cl 1.4262 -0.8160 -6.2578
Cl -1.8738 5.1671 -3.6762
Cl -2.5492 4.7111 3.4313
Cl 4.5215 1.1656 -3.6352
Cl 0.3859 2.9897 6.5455
Cl 2.1874 1.1801 -1.8887
Cl -2.0065 2.0478 2.3773
Cl 0.3136 3.1593 -7.5946
Cl 2.6295 -5.5056 3.9878
Cl -0.3941 1.8835 -10.1186
Cl -4.6492 -2.0659 -2.2648
Cl -4.1065 -4.7292 -3.3188
Cl -1.1074 0.8411 5.2600
Cl 3.7562 -2.0074 -4.9731
Cl 0.4562 3.9757 -2.3914
S 2.3931 -0.6315 1.8496
P -0.4499 -1.7218 -1.2201
F -6.2913 -0.6953 4.1002
O -0.4875 -2.0188 -2.8052
O 1.0720 -2.3533 -0.6585
O -1.7259 -2.6920 -0.5319
N -0.4308 0.7212 0.3437
C 1.9944 4.1485 -0.2155
C 1.3792 -2.9330 4.3897
C 2.2627 1.0839 1.0977
C 0.8393 2.0454 -8.8626
C -2.5628 -1.6897 3.1096
C 3.0658 0.2933 -3.1404
C -0.8057 3.7601 -3.6105
C -0.6718 0.1624 -1.0353
C -2.1652 -0.6433 1.9097
C -4.1784 -1.9381 3.4528
C 0.7432 3.0906 -0.1755
C 0.2473 -2.1228 3.5129
C 2.5069 -3.7192 3.4940
C -1.2187 2.3783 6.1256
C -1.3413 -2.4351 3.9141
C 3.4400 3.6719 0.3933
C 3.5223 2.1662 1.0500
C 4.0058 -3.0564 3.7898
C 0.5833 -1.0494 2.2909
C -0.5972 -0.2875 1.4489
C -5.0183 -0.5120 3.3631
C -3.6890 -3.0138 -3.4070
C 2.4943 -2.2230 -6.1922
C 0.8293 1.5425 0.4520
C -1.5890 3.7632 2.2892
H 0.8230 -3.7561 5.0422
H -3.0627 -0.1143 1.3354
H 4.4274 -2.5259 2.8090
H 4.5795 1.8449 1.4902
H -1.7182 0.5103 -1.4929
H 4.8062 -3.8956 4.0667
H -0.2974 3.4577 -0.6282
H -4.5679 -2.7098 2.6327
H 1.9033 -3.1069 -5.9400
H 3.9582 -2.2739 4.6880
H 1.8352 -2.1712 5.1813
H 1.7582 2.4278 -9.3135
H 1.0264 1.0644 -8.4192
H 0.9703 -3.2553 -0.2142
H 1.8336 5.2133 -0.6837
H 0.1419 0.6679 -1.7480
H 2.4152 0.1654 -4.0090
H -3.8820 -2.6522 -4.4199
H 3.3535 -0.6850 -2.7478
H -1.6161 -3.1649 4.7925
H -0.5298 3.8843 2.5285
H -5.2161 -0.2402 2.2188
H -4.3333 0.3186 3.8535
H 2.9634 -2.3595 -7.1696
H -2.6298 -2.8926 -3.1676
H 4.3317 4.4363 0.3223
H -1.7226 3.1095 5.4889
H -1.3967 2.8762 -3.3583
H -1.7820 4.1248 1.2762
H -4.3292 -2.4733 4.4872
H -1.7938 2.2294 7.0428
H -1.3150 -3.1195 0.2934
H 2.2567 -3.6472 2.3455
H -0.3366 3.6236 -4.5879
```

gap between HOMO and LUMO: 7.461 eV
highest occupied orbital energy: -8.100 eV
E_LUMO: -0.64 eV
2S+1: 1
total energy: -244768.2793 eV
net charge: 0
molar mass: 1010.385 u
relative energy (zero: lowest compared OMol25 entry of this formula, charge and spin): 496.0 kcal/mol
maximum force: 6.80 eV/A
structure (SMILES): C[C@@H](Cl)Cc1cc(CCF)cc2c1Sc1ccccc1N2CP(=O)(O)O.ClCCl.ClCCl.ClCCl.ClCCl.ClCCl.ClCCl.ClCCl

Entry 4:
This record from the OMol25 dataset describes C25H34Cl48O3 as an isolated structure in a non-equilibrium geometry. The level of theory is ωB97M-V with the def2-TZVPD basis set.

Structure (XYZ):
```
110
Properties=species:S:1:pos:R:3
Cl 14.2130 16.1166 8.7794
Cl 22.0587 16.5270 18.3167
Cl 7.0493 15.4310 13.0516
Cl 11.7463 17.2947 7.7886
Cl 21.0955 16.2550 8.5911
Cl 15.6616 11.0427 11.8953
Cl 21.5495 18.1999 12.7375
Cl 8.2092 13.0899 11.7918
Cl 12.2242 20.0689 12.3505
Cl 19.3507 21.3046 16.8332
Cl 14.7766 11.3021 19.4771
Cl 11.5548 13.2674 8.2311
Cl 20.3233 14.6756 19.6510
Cl 18.6144 18.5453 17.1082
Cl 10.8784 22.6209 12.2446
Cl 12.4325 17.5049 10.6250
Cl 16.2592 8.2566 11.1942
Cl 16.4000 17.1975 21.1864
Cl 13.2808 19.8814 16.1015
Cl 18.8011 11.4922 17.2283
Cl 14.4887 13.9574 20.4849
Cl 10.7046 11.2446 14.2924
Cl 22.2382 15.5424 13.7542
Cl 18.1786 8.6529 16.8879
Cl 17.0191 20.6677 18.3198
Cl 16.6359 15.8553 18.6953
Cl 13.4421 11.5969 15.1717
Cl 13.2419 13.5010 10.5700
Cl 19.9813 15.2261 16.7995
Cl 12.1971 11.0676 10.0202
Cl 20.1950 11.6893 13.9830
Cl 14.4572 8.9399 13.4983
Cl 9.8816 15.3729 12.2134
Cl 19.0527 10.0058 11.9435
Cl 18.2532 15.6969 9.1313
Cl 11.8422 22.3091 16.6623
Cl 19.4194 16.4126 13.4673
Cl 13.0392 20.7981 18.7798
Cl 18.6685 12.9658 11.7911
Cl 16.1042 20.8496 12.9103
Cl 16.4997 10.7114 15.7861
Cl 11.5543 13.7998 15.0392
Cl 19.4747 18.2037 10.0784
Cl 9.4618 20.3076 13.0095
Cl 12.8832 13.2400 18.3307
Cl 16.1159 18.2803 11.5728
Cl 14.1415 17.0766 19.3576
Cl 16.6239 18.4901 14.3818
O 15.0903 11.9130 7.0513
O 13.9086 16.8925 13.8860
O 11.2563 17.4385 17.9127
C 20.3934 15.9643 18.4184
C 19.7641 16.5089 9.7297
C 12.2994 20.6957 17.2002
C 15.8965 9.4010 12.5469
C 17.5268 10.3225 17.1512
C 21.0659 17.0074 13.8756
C 9.8248 16.7032 16.1491
C 9.5626 15.9181 18.5714
C 14.4873 13.0446 19.0470
C 14.1906 16.3246 16.1563
C 10.9880 21.0543 13.1161
C 18.0523 20.1982 16.9752
C 14.9411 14.7891 14.2902
C 15.8356 17.2380 19.5160
C 16.2156 11.4932 6.9863
C 12.1132 12.3090 14.2111
C 14.3129 16.0949 14.7190
C 17.1169 11.1989 8.1625
C 16.8968 11.1692 5.5756
C 8.4935 14.4930 12.8209
C 12.4775 16.5279 9.1641
C 19.7434 11.6230 12.2624
C 15.6646 19.1514 13.0212
C 12.7887 12.5016 9.2392
C 10.3108 16.7830 17.5444
H 16.2574 18.1045 18.9602
H 13.7340 12.2950 8.6435
H 14.1154 14.2762 13.7836
H 16.1887 11.3297 4.7464
H 18.0535 11.7135 8.0137
H 17.2921 10.1300 5.4841
H 11.4646 20.0592 17.2237
H 15.2038 16.3339 16.5286
H 11.3107 21.2737 14.1288
H 12.4205 12.5927 13.2418
H 13.5681 15.5719 16.6248
H 17.5065 20.3304 16.0120
H 17.2779 10.1419 8.2049
H 13.7157 17.2747 16.3976
H 10.1197 16.0980 19.4714
H 8.9614 17.3366 16.1546
H 19.7237 16.7949 18.6585
H 9.3484 15.7093 15.9316
H 8.9240 14.1630 13.7298
H 11.9529 15.6364 9.3430
H 20.0726 15.9695 10.6320
H 16.5808 11.4413 9.0953
H 16.8735 10.3908 18.0073
H 15.3544 14.2608 15.1322
H 21.0025 17.4300 14.8653
H 9.4901 14.8295 18.4059
H 15.1358 13.3202 18.2032
H 14.6165 19.1187 13.2484
H 15.7362 15.1255 13.6244
H 10.5258 16.8639 15.3755
H 20.5633 11.6883 11.6156
H 16.7586 9.4178 13.1802
H 8.5364 16.3320 18.6858
H 17.7892 11.8611 5.4377
```

gap between HOMO and LUMO: 9.914 eV
highest occupied orbital energy: -9.706 eV
E_LUMO: 0.21 eV
2S+1: 1
total energy: -633693.7693 eV
net charge: 0
molar mass: 2084.288 u
maximum force: 2.74 eV/A

Entry 5:
This record from the OMol25 dataset describes C25H34CsN7O8 as an isolated structure. The level of theory is ωB97M-V with the def2-TZVPD basis set.

Structure (XYZ):
```
75
Properties=species:S:1:pos:R:3
Cs -0.3145 -1.4907 1.4132
O 1.9720 -4.5379 3.2123
O -2.7377 0.7111 1.0470
O -2.1773 -1.1078 4.9340
O -0.7449 0.0509 3.6450
O 2.4255 -2.6806 2.0735
O 0.2958 -1.5436 -1.9336
O -4.7770 -2.7729 2.7414
O -2.8781 -2.3094 1.6149
N -0.3214 1.3446 -3.7319
N -0.5011 -0.0311 -3.4796
N 4.2087 1.7940 1.2461
N 2.4363 3.0616 0.4110
N 3.4962 3.6233 2.4720
N 4.9625 -0.3665 1.5070
N 2.7116 0.1110 0.6835
C -3.8978 2.4128 2.1018
C -3.8913 -2.0210 2.3038
C 5.0895 -1.6061 0.7348
C -1.2415 -2.1759 -4.3104
C 0.7308 0.8491 -1.7740
C 0.1972 -0.3937 -2.3063
C -4.8796 1.5460 1.2781
C 3.8556 0.4336 1.1008
C 2.8781 -3.7769 2.4463
C -4.1220 -0.5023 2.5260
C 0.3877 1.8282 -2.6160
C -0.8684 -1.3087 -6.9252
C 3.2903 2.8405 1.3264
C -0.7682 -0.8869 -4.5576
C 0.6566 3.2861 -2.4849
C -0.5807 -0.4563 -5.8689
C 4.9311 -0.6328 2.9558
C -1.8948 -0.3089 4.0318
C -3.1024 0.3777 3.3348
C -1.6017 2.0095 -3.9799
C -1.5076 -3.0188 -5.3764
C -1.3295 -2.5944 -6.6874
C 0.7138 -3.9433 3.5485
C -2.7213 1.4376 2.2899
C -4.0887 0.2322 1.1715
H 4.8055 0.3119 3.4889
H -0.1941 0.5375 -6.0490
H -0.2484 3.8278 -2.1983
H -4.3300 -0.3923 0.3144
H 6.0714 -2.0350 0.9520
H 5.8919 -1.0638 3.2429
H 0.8410 -2.9079 3.8675
H -3.6483 0.8463 4.1589
H -5.1129 -0.4205 2.9739
H 5.0431 -1.3620 -0.3255
H -1.7400 1.8764 2.4418
H -1.4133 3.0602 -4.1919
H -5.0578 1.9768 0.2896
H 0.2893 -4.5271 4.3637
H 2.7913 4.3342 2.5967
H 1.7858 3.7851 0.7117
H 4.1297 -1.3249 3.2171
H 1.4041 3.4303 -1.7051
H 4.3274 -2.3403 0.9957
H -4.3101 2.7468 3.0552
H 0.0165 -3.9767 2.7087
H 3.6036 3.0664 3.3091
H -1.3824 -2.5016 -3.2913
H -1.5484 -3.2596 -7.5130
H -2.0746 1.5591 -4.8508
H -3.5820 3.2942 1.5374
H -0.7181 -0.9634 -7.9411
H 2.6012 -0.8994 0.8323
H -1.8680 -4.0195 -5.1744
H -2.2698 1.9176 -3.1170
H 1.0214 3.7038 -3.4253
H 1.3334 0.9220 -0.8771
H -5.8423 1.3993 1.7694
H 5.0918 1.9152 1.7141
```

gap between HOMO and LUMO: 4.868 eV
highest occupied orbital energy: -1.244 eV
E_LUMO: 3.62 eV
2S+1: 1
total energy: -53836.2036 eV
net charge: -2
molar mass: 693.493 u
relative energy (zero: lowest compared OMol25 entry of this formula, charge and spin): 0.0 kcal/mol
maximum force: 0.73 eV/A

Entry 6:
This record from the OMol25 dataset describes C25H34CuNOSi as an isolated structure in a non-equilibrium geometry. The level of theory is ωB97M-V with the def2-TZVPD basis set.

Structure (XYZ):
```
63
Properties=species:S:1:pos:R:3
Cu -0.6361 0.6199 0.0826
Si -1.5400 1.9336 1.6949
O -2.3142 1.6853 -1.8099
N -1.6923 1.7353 -4.1472
C -0.9831 -0.0479 -2.6929
C -1.2973 -1.8183 -1.0251
C -1.7856 1.1967 -2.8552
C -3.2042 -1.4456 -2.5367
C 3.2274 1.9662 -4.5019
C -1.2271 3.7218 1.1100
C 1.9689 2.5039 -4.2584
C 2.0590 -0.0023 0.6258
C -1.8043 -1.1348 0.1438
C 1.2566 1.3220 -1.0885
C 3.3234 0.7651 -5.2124
C -0.4959 2.6004 -4.3363
C -1.1287 -1.7280 1.2943
C 0.9082 0.6412 -5.3652
C 2.1722 0.1023 -5.6440
C -1.0334 -2.3453 -3.4811
C -0.2985 -2.7346 -0.6132
C 2.2175 -0.7086 -0.5832
C -3.3332 1.5342 1.8896
C -1.6631 -1.4143 -2.4237
C -0.2112 -2.6834 0.8183
C -0.4675 1.4036 3.1500
C 1.7645 0.0963 -1.6412
C 0.7992 1.8504 -4.6533
C 1.4820 1.2811 0.3288
H 2.2552 -0.8153 -6.2245
H 0.0161 0.1353 -5.7250
H -0.2132 -0.1526 -3.4691
H -0.5518 0.3169 3.3146
H -1.7496 3.8667 0.1487
H -0.6792 3.3625 -5.1145
H -1.3307 -1.4847 2.3116
H 4.3055 0.3535 -5.4337
H 1.8721 3.4600 -3.7504
H -3.5653 -1.3107 -3.5747
H 0.4257 -3.3086 1.3912
H -0.7930 1.9116 4.0659
H -3.8800 1.7413 0.9484
H 0.5943 1.6448 2.9875
H 1.8402 -0.1277 -2.7013
H -3.5327 -2.4497 -2.1934
H -0.3739 0.2809 -1.7989
H -2.5892 2.1254 -4.4638
H -0.1499 3.9039 0.9773
H 1.3792 2.1171 1.0041
H -2.6746 -0.4904 0.1615
H 2.6139 -1.7143 -0.6889
H -0.3365 3.1881 -3.4031
H 2.2522 -0.3719 1.6287
H 4.1186 2.5085 -4.1699
H -1.3339 -3.3919 -3.3080
H -3.4785 0.4688 2.1548
H 0.3004 -3.3332 -1.2929
H 0.0710 -2.2710 -3.4504
H -1.6223 4.4277 1.8561
H 0.8210 2.1506 -1.6285
H -3.7936 2.1429 2.6880
H -1.3719 -2.0054 -4.4824
H -3.6943 -0.6995 -1.8873
```

gap between HOMO and LUMO (spin up / spin down): 5.504 / 6.010 eV
highest occupied orbital energy (spin up / spin down): -2.736 / -3.242 eV
E_LUMO (spin up / spin down): 2.77 / 2.77 eV
2S+1: 2
total energy: -82529.8639 eV
net charge: -1
molar mass: 456.185 u
relative energy (zero: lowest compared OMol25 entry of this formula, charge and spin): 10.4 kcal/mol
⟨S²⟩: 0.7547
maximum force: 3.95 eV/A